[1]
Here is a structure of composition C36H36BrN6NdO11PS at a distorted geometry from the Open Molecules 2025 dataset. Energies are from ωB97M-V with the def2-TZVPD basis set.

Properties
Multiplicity: 4
Net charge: -1
⟨S²⟩: 3.75
DFT total energy: -6424.97309 hartree
HOMO-LUMO gap (alpha / beta): 0.2949 / 0.2951 hartree
Lowest unoccupied orbital energy (alpha / beta): 2.37 / 2.37 eV

Positions of all 93 atoms, in Å:
1 Nd 1.246 -0.047 -0.116
2 C -3.053 -1.178 -2.920
3 O -1.884 -1.974 -3.080
4 C -0.977 -1.916 -2.084
5 O -1.179 -1.451 -0.983
6 N 0.140 -2.598 -2.455
7 N 1.283 -2.493 -1.651
8 H -3.770 -1.553 -3.649
9 H -2.808 -0.136 -3.137
10 H -3.440 -1.270 -1.903
11 H 0.251 -2.723 -3.457
12 H 2.056 -2.026 -2.123
13 H 1.560 -3.397 -1.272
14 Br 0.128 2.853 2.373
15 C -0.267 3.252 0.568
16 C -0.529 4.579 0.248
17 C -0.931 4.853 -1.047
18 C -1.025 3.799 -1.940
19 C -0.683 2.518 -1.522
20 N -0.318 2.237 -0.268
21 C -0.632 1.380 -2.551
22 O -1.300 1.518 -3.576
23 O 0.121 0.423 -2.245
24 H -0.410 5.345 1.000
25 H -1.185 5.863 -1.337
26 H -1.340 3.935 -2.962
27 C 0.743 3.082 -7.315
28 C 1.309 2.627 -6.001
29 C 1.427 1.277 -5.698
30 C 1.933 0.873 -4.477
31 C 2.315 1.814 -3.542
32 C 2.219 3.161 -3.835
33 C 1.727 3.563 -5.063
34 S 3.036 1.339 -1.967
35 O 4.446 1.652 -2.094
36 O 2.781 -0.115 -1.848
37 N 2.257 2.172 -0.894
38 C 3.111 2.727 0.149
39 C 3.336 1.628 1.208
40 O 4.479 1.399 1.609
41 O 2.288 1.013 1.585
42 H 0.000 2.379 -7.682
43 H 1.533 3.161 -8.061
44 H 0.272 4.058 -7.212
45 H 1.116 0.532 -6.415
46 H 2.019 -0.171 -4.228
47 H 2.537 3.880 -3.095
48 H 1.657 4.617 -5.299
49 H 2.624 3.604 0.599
50 H 4.079 3.030 -0.270
51 N 3.805 -1.155 0.520
52 N 3.571 -2.550 0.567
53 C 2.293 -2.949 1.072
54 O 2.180 -4.140 1.354
55 O 1.427 -2.034 1.121
56 H 4.497 -0.920 -0.191
57 H 4.120 -0.759 1.415
58 H 4.340 -3.141 0.888
59 O -0.463 -0.073 1.418
60 P -1.147 -0.927 2.416
61 C -0.925 -0.260 4.100
62 C 0.358 0.196 4.390
63 C 0.669 0.608 5.674
64 C -0.292 0.562 6.672
65 C -1.570 0.116 6.381
66 C -1.886 -0.296 5.098
67 C -0.662 -2.669 2.655
68 C 0.230 -3.022 3.659
69 C 0.529 -4.350 3.882
70 C -0.078 -5.333 3.123
71 C -0.973 -4.987 2.126
72 C -1.268 -3.655 1.890
73 C -2.929 -0.969 2.028
74 C -3.842 -1.766 2.707
75 C -5.178 -1.734 2.353
76 C -5.607 -0.930 1.311
77 C -4.695 -0.146 0.622
78 C -3.359 -0.160 0.985
79 H 1.101 0.225 3.601
80 H 1.666 0.958 5.897
81 H -0.049 0.885 7.675
82 H -2.321 0.082 7.157
83 H -2.880 -0.652 4.881
84 H 0.712 -2.257 4.245
85 H 1.243 -4.617 4.646
86 H 0.163 -6.371 3.295
87 H -1.435 -5.759 1.526
88 H -1.947 -3.363 1.099
89 H -3.501 -2.421 3.497
90 H -5.888 -2.343 2.892
91 H -6.651 -0.922 1.033
92 H -5.030 0.473 -0.198
93 H -2.628 0.433 0.451

Atomic partial charges in e from the Löwdin method, atoms 1 to 8: atom 1 (Nd): 1.829, atom 2 (C): -0.034, atom 3 (O): -0.023, atom 4 (C): -0.583, atom 5 (O): 0.034, atom 6 (N): 0.030, atom 7 (N): 0.037, atom 8 (H): 0.091

***

[2]
Here is an isolated molecule of CH5FOP2 at a distorted geometry from the Open Molecules 2025 dataset. Energies are from ωB97M-V with the def2-TZVPD basis set.

Properties
Energy relative to the best compared isomer or geometry (same formula, charge and spin): 0.6 kcal per mole
DFT total energy: -898.91155 hartree
HOMO-LUMO gap: 0.3236 hartree
Lowest unoccupied orbital energy: 0.24 eV

Positions of all 10 atoms, in Å:
1 C 1.135 -0.664 -0.336
2 P 0.869 1.128 -0.710
3 F 1.553 1.822 0.735
4 P -1.168 1.283 0.273
5 O -2.190 0.378 -0.579
6 H 2.016 -1.074 -0.779
7 H 0.182 -1.186 -0.715
8 H 1.217 -0.889 0.801
9 H -1.498 2.425 -0.483
10 H -1.899 -0.583 -0.460

Atomic partial charges in e from the Löwdin method, atoms 1 to 8: atom 1 (C): -0.398, atom 2 (P): 0.679, atom 3 (F): -0.474, atom 4 (P): 0.612, atom 5 (O): -0.483, atom 6 (H): -0.001, atom 7 (H): 0.030, atom 8 (H): 0.072

***

[3]
Here is a cluster of 2 separate species, C8H12ClN2 in total from the Open Molecules 2025 dataset. Energies are from ωB97M-V with the def2-TZVPD basis set.

Properties
Energy relative to the best compared isomer or geometry (same formula, charge and spin): 12.4 kcal per mole
Net charge: +1
DFT total energy: -881.46159 hartree
HOMO-LUMO gap: 0.1971 hartree
Lowest unoccupied orbital energy: -4.98 eV

Positions of all 23 atoms, in Å:
1 Cl 1.337 -0.289 -0.583
2 C 1.594 0.350 -2.242
3 C 1.809 -0.849 -3.182
4 C 0.438 -1.438 -3.155
5 N -0.420 -0.503 -2.979
6 C 0.221 0.819 -2.766
7 H 2.378 1.094 -2.194
8 H 2.670 -1.487 -3.035
9 H 1.862 -0.426 -4.200
10 H 0.164 -2.482 -3.250
11 H -1.418 -0.654 -2.924
12 H 0.319 1.327 -3.726
13 H -0.333 1.380 -2.021
14 N -0.287 -0.497 3.824
15 C -0.517 0.081 2.605
16 C -1.517 1.004 2.760
17 C -1.905 0.981 4.126
18 C -1.128 0.047 4.755
19 H 0.393 -1.209 4.010
20 H 0.042 -0.204 1.732
21 H -1.926 1.629 1.984
22 H -2.666 1.584 4.593
23 H -1.101 -0.274 5.781

Atomic partial charges in e from the Löwdin method, atoms 1 to 8: atom 1 (Cl): 0.710, atom 2 (C): -0.582, atom 3 (C): -0.130, atom 4 (C): 0.010, atom 5 (N): 0.102, atom 6 (C): -0.116, atom 7 (H): 0.121, atom 8 (H): 0.135

***

[4]
Here is a cluster of 2 separate species, C5H5F3N2O2 in total at a distorted geometry from the Open Molecules 2025 dataset. Energies are from ωB97M-V with the def2-TZVPD basis set.

Properties
Multiplicity: 3
⟨S²⟩: 2.01
DFT total energy: -752.86655 hartree
HOMO-LUMO gap (alpha / beta): 0.3024 / 0.2836 hartree
Lowest unoccupied orbital energy (alpha / beta): 0.74 / -2.79 eV

Positions of all 17 atoms, in Å:
1 C -1.795 -0.272 1.059
2 C -2.392 -1.334 1.163
3 C 1.071 0.628 -0.788
4 C 0.492 -0.695 -0.444
5 C 1.193 -1.531 0.584
6 N -0.226 -1.149 -1.464
7 N 2.126 0.961 -0.037
8 O 0.673 1.287 -1.718
9 O -0.637 -2.251 -1.814
10 F 0.934 -2.869 0.721
11 F 2.552 -1.535 0.538
12 F 0.843 -0.944 1.792
13 H -1.220 0.595 1.205
14 H -2.860 -2.213 1.317
15 H -0.652 -0.209 -1.784
16 H 2.580 0.344 0.678
17 H 2.701 1.652 -0.517

Atomic partial charges in e from the Löwdin method, atoms 1 to 8: atom 1 (C): 0.020, atom 2 (C): 0.073, atom 3 (C): -0.527, atom 4 (C): -0.095, atom 5 (C): -0.486, atom 6 (N): -0.124, atom 7 (N): 0.182, atom 8 (O): 0.086